The following is a DFT calculation (ωB97M-V with the def2-TZVPD basis set) of a 8-piece molecular cluster, C50H121N6O12 overall in a non-equilibrium geometry.

Its LUMO energy is -5.0 eV. As for the net charge: +3. The largest force on an atom comes out at 3.9 eV/A.

CARTESIAN COORDINATES (ANGSTROEM)
C: -0.723712 -0.217955 0.563804
O: -1.538936 0.584515 1.174278
O: -0.070684 0.220503 -0.450617
O: -0.588784 -1.492677 0.998542
C: 0.499215 3.959311 -0.914280
C: -0.561639 3.479692 0.065023
N: -0.514170 4.110050 1.432222
C: -1.554836 3.451873 2.232736
C: 0.920803 3.900536 1.968555
C: 1.293131 4.317667 3.387839
C: -0.746134 5.601770 1.349751
C: -1.994324 6.180784 0.674075
O: -3.236068 5.837406 1.257755
C: -3.652865 6.679582 2.397482
H: 1.414765 3.391769 -0.595670
H: 0.703241 5.033313 -0.895854
H: 0.162299 3.609533 -1.927692
H: -0.611059 2.399795 0.240369
H: -1.596618 3.793145 -0.169597
H: -1.381708 2.373356 2.331496
H: -2.495011 3.623962 1.695363
H: -1.538697 3.898761 3.217711
H: 1.495494 4.456451 1.256516
H: 1.102363 2.815176 1.844108
H: 0.581306 3.865456 4.062999
H: 1.382966 5.406372 3.460242
H: 2.295198 3.879720 3.631170
H: 0.173135 5.961110 0.929900
H: -0.793432 5.919927 2.399817
H: -2.103217 5.893530 -0.363289
H: -1.810292 7.262910 0.742502
H: -4.726785 6.498570 2.441965
H: -3.500705 7.714283 1.997957
H: -3.054349 6.557950 3.294015
C: 3.224424 -3.618166 3.385395
C: 1.902140 -2.885228 3.705454
N: 1.951166 -1.522357 4.235098
C: 2.793773 -0.742552 3.243923
C: 0.613117 -0.905073 4.247063
C: -0.489781 -1.693397 4.914072
C: 2.537590 -1.526168 5.612240
C: 2.416072 -0.210662 6.347077
O: 3.142760 0.820191 5.668244
C: 3.299019 2.026189 6.442666
H: 4.024712 -3.464404 4.098169
H: 3.598080 -3.372998 2.366352
H: 3.034489 -4.710920 3.363931
H: 1.417289 -3.453556 4.511895
H: 1.240054 -2.895859 2.838091
H: 2.357857 -0.916756 2.273814
H: 3.841073 -1.077349 3.326393
H: 2.876958 0.313703 3.544434
H: 0.365415 -0.762277 3.190090
H: 0.724570 0.148010 4.607660
H: -1.442932 -1.161667 4.787619
H: -0.415711 -1.810940 5.973188
H: -0.660229 -2.693678 4.514869
H: 3.579427 -1.710419 5.438021
H: 2.124003 -2.367273 6.123815
H: 2.884032 -0.383453 7.361621
H: 1.414078 0.198941 6.569146
H: 3.946261 1.954608 7.334600
H: 2.297441 2.348523 6.727958
H: 3.672051 2.719080 5.713050
C: -2.932037 -4.495646 0.936771
C: -2.509283 -5.424521 -0.225226
N: -1.296547 -4.973722 -0.924730
C: -1.587627 -3.744398 -1.692589
C: -0.193164 -4.598497 -0.061479
C: 0.280740 -5.739620 0.849235
C: -0.833443 -5.985968 -1.852928
C: -1.678689 -6.347336 -3.069939
O: -1.457166 -5.400936 -4.100936
C: -2.393887 -5.603276 -5.213187
H: -2.375650 -4.642278 1.919955
H: -3.952015 -4.700743 1.273916
H: -2.822184 -3.449706 0.667639
H: -3.354174 -5.476738 -0.956788
H: -2.348950 -6.485044 0.071457
H: -0.768518 -3.478425 -2.342874
H: -1.825307 -2.907492 -1.046945
H: -2.481301 -3.908845 -2.312628
H: -0.546195 -3.731662 0.543890
H: 0.642760 -4.255142 -0.652942
H: 1.203378 -5.372830 1.322483
H: 0.537454 -6.658210 0.338540
H: -0.448398 -5.897556 1.642787
H: -0.671944 -6.910376 -1.262900
H: 0.092304 -5.633316 -2.283942
H: -2.740787 -6.475142 -2.917944
H: -1.340334 -7.312564 -3.394563
H: -3.470766 -5.459873 -4.986510
H: -2.330771 -6.640123 -5.631793
H: -2.079792 -4.962429 -6.044125
C: 6.670529 2.818645 -3.009076
C: 6.063262 2.366374 -1.683276
N: 5.583751 0.944594 -1.674428
C: 4.656961 0.792305 -0.548437
C: 4.696352 0.591341 -2.812684
C: 5.372322 0.214736 -4.089403
C: 6.709689 -0.081714 -1.530371
C: 7.075403 -0.532323 -0.125307
O: 7.398246 0.554936 0.735798
C: 8.220416 0.184982 1.855454
H: 5.839036 2.930296 -3.702116
H: 7.447936 2.211020 -3.375815
H: 7.186163 3.739839 -2.745844
H: 5.173388 2.967069 -1.475097
H: 6.799481 2.536553 -0.898065
H: 3.675323 1.113457 -0.798115
H: 4.992090 1.292606 0.362118
H: 4.511009 -0.288256 -0.390981
H: 3.925784 1.339566 -2.914573
H: 4.193544 -0.310139 -2.419607
H: 6.245836 0.842388 -4.359852
H: 4.665300 0.432000 -4.893657
H: 5.796165 -0.796180 -4.091429
H: 7.556241 0.297309 -2.123149
H: 6.317476 -0.998953 -1.984927
H: 7.921611 -1.204698 -0.271220
H: 6.274090 -1.153546 0.294438
H: 7.793185 -0.493691 2.602539
H: 8.576222 1.014213 2.419589
H: 9.094981 -0.335586 1.437370
C: 1.560976 -1.495261 -4.187068
C: 1.012067 -0.271277 -3.441182
N: -0.328380 0.244033 -3.983486
C: -1.467097 -0.745693 -3.739495
C: -0.614928 1.442726 -3.066648
C: -1.908514 2.107576 -3.358900
C: -0.422166 0.511673 -5.430030
C: 0.334334 1.697543 -5.954822
O: 1.709103 1.469058 -5.854076
C: 2.361792 2.731738 -6.055423
H: 2.477055 -1.758143 -3.695516
H: 1.813858 -1.247442 -5.230986
H: 0.780791 -2.275405 -4.042188
H: 1.664916 0.580482 -3.627932
H: 0.859261 -0.391036 -2.358237
H: -1.545953 -0.865573 -2.644780
H: -1.188318 -1.704464 -4.198897
H: -2.321412 -0.267413 -4.208180
H: 0.214667 2.149527 -3.251441
H: -0.486066 1.081723 -2.024812
H: -2.113557 2.034248 -4.430151
H: -2.016408 3.148283 -3.053002
H: -2.758772 1.579509 -2.957462
H: -1.469246 0.623025 -5.711871
H: 0.042797 -0.367859 -5.911930
H: 0.103623 2.586287 -5.373475
H: -0.047104 1.911703 -6.973931
H: 3.399892 2.832071 -5.710926
H: 1.791278 3.484624 -5.536464
H: 2.283045 3.034543 -7.069033
C: -4.346175 1.559442 -0.009925
C: -5.452363 1.654182 1.020590
N: -5.776425 0.391493 1.655762
C: -4.559626 -0.113564 2.323839
C: -6.810170 0.774681 2.682037
C: -7.347732 -0.355861 3.519145
C: -6.213810 -0.706025 0.685216
C: -7.534120 -0.326232 -0.078745
O: -7.219933 0.450613 -1.224033
C: -8.522045 0.840103 -1.809428
H: -3.383382 1.357030 0.484680
H: -4.304119 2.539286 -0.512008
H: -4.643664 0.990032 -0.892922
H: -6.435841 1.967288 0.593359
H: -5.025824 2.288540 1.837224
H: -4.729493 -1.034864 2.884785
H: -4.319157 0.571503 3.139306
H: -3.791625 -0.253998 1.595143
H: -7.673414 1.222618 2.224619
H: -6.366381 1.607873 3.229080
H: -8.019239 -1.003667 2.975470
H: -8.014201 0.123380 4.237265
H: -6.553737 -0.887651 4.067612
H: -6.501549 -1.533944 1.333724
H: -5.463400 -0.944731 -0.019693
H: -8.351564 0.168406 0.499659
H: -7.935566 -1.314725 -0.408941
H: -9.101972 1.460907 -1.092199
H: -9.119314 -0.044118 -2.010827
H: -8.237145 1.401469 -2.677369
O: 2.073880 -1.832136 0.516172
C: 2.684911 -2.253693 -0.593317
O: 2.052511 -2.872715 -1.451877
O: 3.886783 -1.941914 -0.653357
H: 1.084785 -1.738692 0.433616

Forces on atoms 1 to 3 (eV/Å):
C -0.5 -1.3 0.8
O 0.2 -0.4 0.2
O 0.1 -0.5 0.1

Here are the Mulliken charges for atoms 1 to 4, given in e:
1 C -1.671
2 O -0.635
3 O -0.366
4 O -0.077